Record 1
This record from OMol25 describes C8H20FN2 as an isolated structure in a non-equilibrium geometry. The level of theory is the ωB97M-V functional and the def2-TZVPD basis.

Structure (XYZ):
```
31
Properties=species:S:1:pos:R:3:forces:R:3
C 2.937301 -0.399878 -1.378902 0.3431 0.1626 -0.3676
C 1.841645 1.628359 0.743113 -3.2162 -1.5598 -0.3234
C 1.106872 -0.819593 1.385740 -2.8372 1.2773 0.2002
C -2.221431 -0.722754 1.403935 1.5333 -1.2151 -1.0395
C -1.661395 -0.993093 -1.126418 2.4777 -0.1644 -1.6583
C 1.477227 -0.159530 -1.000281 -1.1880 -2.5223 -3.1364
C 1.059712 0.300854 0.340668 0.4951 1.5536 1.4424
C -1.865653 -0.130629 0.041725 4.2939 1.1901 3.3073
N -0.313169 0.819068 0.435839 -3.7989 -1.9245 0.8309
N -2.755389 1.016859 -0.206689 0.4815 1.1906 0.0678
F -0.449750 1.841631 -0.495017 -0.0585 1.1513 -1.4969
H 3.487918 0.526360 -1.300164 0.4537 0.1625 0.2182
H 3.449911 -1.204638 -0.817706 -0.3666 0.5045 -0.1364
H 2.992916 -0.653100 -2.461042 -0.1601 -0.0505 0.7549
H 1.603888 1.836224 1.750484 -0.1706 0.3299 1.1876
H 2.830435 1.438390 0.645437 3.1673 -0.1326 -0.4481
H 1.427647 2.406284 0.126890 0.6662 0.4245 -0.2430
H 0.347226 -1.539317 1.062197 -0.0828 0.0303 0.2494
H 1.943107 -1.390179 1.297357 2.9237 -1.1645 0.0523
H 0.891492 -0.513528 2.440098 0.3465 -0.1096 -0.9880
H -1.389887 -1.350281 1.772387 -0.4303 0.5170 -0.2185
H -2.472055 -0.041358 2.182526 -0.1251 0.8708 0.3766
H -3.006969 -1.417536 1.265888 -1.2410 -0.7089 -0.0660
H -1.145694 -0.354102 -1.932475 -1.5510 -0.7095 0.6358
H -0.790524 -1.776906 -1.071656 -2.3393 1.0618 0.6928
H -2.653197 -1.380552 -1.357958 0.2746 -0.5129 -0.7904
H 1.017074 0.471153 -1.826539 0.5633 -0.4316 1.1049
H 1.025042 -1.207794 -1.183248 0.3604 1.4886 0.3206
H -3.627304 0.644272 -0.657911 0.6970 0.8998 0.5194
H -2.931811 1.439987 0.795350 0.1647 -0.4673 -2.7526
H -2.155195 1.685331 -0.873625 -1.6762 -1.1416 1.7041
```
Positions in Å, forces in eV/Å.

## Properties
Charge: +1
HOMO level: -13.00 eV
LUMO: -3.34 eV
2S+1: 1
Relative energy (zero: lowest compared OMol25 entry of this formula, charge and spin): 53.3 kcal/mol
Frontier orbital gap: 9.66 eV
Total energy: -14307.384 eV

Löwdin atomic charges, in units of e: -0.083 0.029 0.002 -0.012 -0.033 -0.237 -0.529 -0.422 0.046 0.192 -0.112 0.067 0.090 0.093 0.077 0.047 0.083 0.064 0.056 0.121 0.086 0.085 0.084 0.116 0.128 0.098 0.134 0.113 0.191 0.218 0.211

---

Record 2
This record from OMol25 describes C8H20KO9 as an isolated structure in a non-equilibrium geometry. The level of theory is the ωB97M-V functional and the def2-TZVPD basis.

Structure (XYZ):
```
38
Properties=species:S:1:pos:R:3:forces:R:3
K -0.660497 -0.216852 -0.614236 -0.1242 0.6188 0.4720
O -1.544707 -3.970672 -3.865816 -0.4725 0.3945 0.4260
C -1.559637 -3.198382 -2.801666 0.8801 -0.6645 0.1197
O -0.588117 -2.454242 -2.574336 -0.9243 0.3582 0.6480
O -2.460497 -3.316312 -1.937836 -0.3582 0.4974 0.3721
H -0.671167 -3.673772 -4.131136 0.8390 -0.5408 -1.5193
O -2.058667 2.236818 -1.052666 -0.7421 -2.4702 -2.2270
C -1.599807 3.123498 -0.194716 1.0295 2.6882 3.5598
O -0.944877 2.738178 0.782924 0.9875 -2.4030 0.7778
O -1.912897 4.290148 -0.348536 -0.9565 1.7992 -1.6604
H -2.552567 2.822798 -1.630846 -0.4055 -0.0899 -0.5661
C 2.267113 -0.229492 3.295144 0.3314 0.3754 -0.8657
C 1.934543 -0.681982 1.848584 -0.1208 -1.1346 1.4112
O 1.609253 0.338098 0.949434 -0.0183 0.5144 -0.3975
H 2.223383 -1.033912 4.029384 -0.0782 -0.1972 -0.2534
H 1.586553 0.558628 3.617324 -0.0747 -0.0324 -0.1277
H 3.279613 0.173788 3.312864 0.0327 0.1306 0.1407
H 1.074313 -1.346812 1.926704 -0.2470 -0.0095 -0.1439
H 2.727843 -1.290772 1.414824 0.2543 -0.1196 0.2446
H 2.400283 0.522728 0.437784 -0.0854 0.3027 0.1697
C 1.300733 0.332038 -4.386326 -0.0203 0.2624 -0.6892
C 1.436283 1.262448 -3.189736 -0.5722 -0.1233 -1.3843
O 1.555003 0.458348 -2.053816 0.5486 -0.3619 1.2573
H 0.929263 0.868818 -5.259246 0.1500 0.1803 -0.0873
H 0.565193 -0.455322 -4.221576 -0.0259 0.0301 0.4007
H 2.235043 -0.153832 -4.667566 0.0869 0.0503 0.1395
H 0.531613 1.866438 -3.120026 -0.0216 0.1867 0.1580
H 2.290723 1.935008 -3.265186 -0.0374 0.0285 -0.2230
H 2.367073 0.732068 -1.621136 -0.1523 -0.1875 0.1885
C -1.755537 -1.176102 3.646284 1.3589 -0.8609 -0.5872
C -1.788557 0.273208 3.340764 -0.6482 0.7707 0.5068
O -1.908077 0.423738 1.936984 -0.2451 -0.7541 0.6820
H -1.855787 -1.431632 4.701164 -0.1974 0.0107 -0.1565
H -0.761257 -1.467322 3.307604 0.2886 -0.5625 0.2960
H -2.398907 -1.744832 2.974914 -0.5506 0.1263 0.4138
H -0.922677 0.803198 3.737584 0.5287 -0.1593 -0.2430
H -2.580937 0.726588 3.936304 -0.7333 0.2970 -0.5307
H -1.788657 1.355648 1.739814 0.4956 1.0489 -0.7219
```
Positions in Å, forces in eV/Å.

## Properties
HOMO level (spin up / spin down): -7.34 / -7.34 eV
LUMO (spin up / spin down): -0.41 / -4.78 eV
2S+1: 2
Frontier orbital gap (spin up / spin down): 6.93 / 2.57 eV
Total energy: -43371.575 eV

Löwdin atomic charges, in units of e: 0.878 0.209 -0.731 0.111 0.297 0.135 0.024 -0.936 -0.043 0.006 0.109 -0.059 -0.313 -0.116 0.074 0.070 0.067 0.090 0.115 0.077 -0.072 -0.299 -0.147 0.077 0.058 0.077 0.116 0.125 0.082 -0.086 -0.335 -0.122 0.083 0.049 0.081 0.110 0.110 0.031

---

Record 3
This record from OMol25 describes a 2-piece molecular cluster, C8H20N2 overall in a non-equilibrium geometry. The level of theory is the ωB97M-V functional and the def2-TZVPD basis.

Structure (XYZ):
```
30
Properties=species:S:1:pos:R:3:forces:R:3
C -1.492077 0.584350 0.675736 -2.9457 0.5050 -2.0923
C -2.098040 -0.295232 1.752797 0.7744 -0.2833 -0.1541
C -1.339327 2.019566 1.142953 0.9710 -0.3063 -0.1929
C -1.941044 0.373348 -0.650610 -0.3005 0.7546 2.0760
N 0.442339 -0.065041 0.795293 1.5930 -0.3393 -0.7933
H 0.946637 0.459906 1.503681 0.1458 -0.0779 0.0034
H 0.374854 -1.024802 1.121658 -0.0025 0.0282 0.0962
H -1.016543 2.678078 0.334466 -0.0806 -0.0493 0.0224
H -0.464941 -0.340775 -1.470268 1.9322 -0.9735 -0.3059
H -3.063416 0.105791 2.069079 0.1122 0.1041 -0.0994
H -2.262643 -1.308583 1.382439 0.0291 -0.0042 0.0337
H -1.442593 -0.337578 2.624753 -0.0677 -0.0802 0.1778
H -0.595748 2.085488 1.938630 -0.0003 0.1415 0.1700
H -2.283808 2.385397 1.538419 -0.1312 -0.0778 -0.0362
H -2.645410 -0.435588 -0.807935 0.2064 -0.1881 -0.1707
H -2.068675 1.251535 -1.274079 0.1993 -0.0738 -0.1666
C 0.406420 -2.238355 -1.405692 -0.0954 0.0239 0.1320
C 2.641690 -0.752552 -0.219045 -0.2013 0.0082 -0.2804
C 1.476855 1.335792 -0.997364 -0.0059 -0.2052 0.1067
C 1.294353 -0.114811 -0.558503 -0.3357 0.5552 1.8654
N 0.542199 -0.799423 -1.540409 -1.8193 0.5092 -0.2997
H 1.361286 -2.747730 -1.550588 -0.0283 0.0382 -0.0225
H -0.277602 -2.584067 -2.180987 0.0427 -0.0335 0.0226
H -0.009398 -2.570810 -0.438834 0.0281 -0.0099 -0.0276
H 2.523388 -1.732789 0.241856 -0.0293 -0.0152 0.0310
H 1.986586 1.922974 -0.232217 0.0160 0.0157 0.0322
H 3.215888 -0.879222 -1.135056 0.1080 -0.0136 -0.0989
H 3.210314 -0.115115 0.458593 -0.0580 0.0167 0.0142
H 0.512231 1.788891 -1.206556 -0.1004 0.0154 -0.0344
H 2.066225 1.351357 -1.912208 0.0438 0.0149 -0.0088
```
Positions in Å, forces in eV/Å.

## Properties
HOMO level: -6.94 eV
LUMO: 0.80 eV
2S+1: 1
Relative energy (zero: lowest compared OMol25 entry of this formula, charge and spin): 58.5 kcal/mol
Frontier orbital gap: 7.74 eV
SMILES string: CNC(C)(C)N.C=C(C)C
Total energy: -11598.328 eV

Löwdin atomic charges, in units of e: -0.478 -0.081 -0.075 -0.092 0.086 0.096 0.086 0.071 0.085 0.087 0.077 0.072 0.069 0.084 0.049 0.050 -0.131 -0.045 -0.030 -0.597 -0.081 0.071 0.079 0.072 0.073 0.082 0.089 0.080 0.065 0.087